# 1
124
Properties=species:S:1:pos:R:3 method="wB97M-V/def2-TZVPD" charge=+1 homo_lumo_gap_ev=7.41 lumo_ev=-3.25 homo_ha=-0.3918
C 0.71511 -2.64930 6.13179
C 1.41127 -1.37445 5.67211
C 0.93960 -1.01120 4.25839
I 1.93182 -2.17458 2.74054
N 1.02944 0.42861 3.97732
C -0.06045 1.11097 3.67613
N -0.19144 2.40367 3.40363
C -1.44083 2.94654 4.07587
C -0.97672 3.58171 5.38946
C -2.11249 3.86722 3.05307
C -3.21268 4.77229 3.60754
C -4.60257 4.14446 3.70742
S -5.06431 3.25952 2.19831
C -6.57485 2.44370 2.75643
S -6.56352 0.85009 3.00834
N -7.67448 3.30402 2.90356
C -8.40352 3.14141 4.16225
C -7.55826 3.36831 5.40011
C -8.55460 3.29673 1.71922
C -9.47934 2.07412 1.55611
C -2.13540 1.54518 4.28662
N -1.32993 0.51230 3.61203
C -1.62567 0.18203 2.19274
C -3.11531 0.17395 1.87334
C -3.35801 -0.67496 0.63530
I -3.72200 -2.72377 1.11604
C 2.29327 1.14168 4.02855
F 3.30388 0.30830 4.28688
F 2.25076 2.07453 5.01601
F 2.52506 1.77165 2.85214
H -0.35520 -2.62735 5.95604
H 1.14091 -3.49332 5.59297
H 0.93910 -2.82534 7.17810
H 1.10481 -0.54793 6.31569
H 2.48965 -1.47539 5.68233
H -0.09552 -1.30445 4.18018
H 0.61792 3.01022 3.39297
H 0.09580 3.74807 5.38150
H -1.42182 4.55380 5.56778
H -1.21955 2.96647 6.25011
H -2.44023 3.25171 2.22125
H -1.33064 4.51847 2.65806
H -2.97620 5.15322 4.59528
H -3.28251 5.64521 2.96330
H -4.71194 3.51304 4.58665
H -5.32054 4.94930 3.84631
H -9.19126 3.89302 4.16077
H -8.90224 2.17530 4.26450
H -8.16692 3.19137 6.28280
H -7.17973 4.38464 5.45502
H -6.74436 2.64974 5.46163
H -9.13374 4.21496 1.73664
H -7.90706 3.34532 0.84723
H -9.35648 1.32948 2.33317
H -10.52022 2.38265 1.54924
H -9.26969 1.59049 0.60793
H -1.98101 1.33769 5.34739
H -3.21190 1.48150 4.18529
H -1.10073 0.82640 1.48439
H -1.25236 -0.82922 2.01709
H -3.41639 1.18598 1.61974
H -3.67292 -0.19895 2.72495
H -2.52169 -0.60718 -0.05285
H -4.23290 -0.31940 0.10667
O -3.68246 -3.14748 -3.02562
S -2.31236 -3.39650 -3.35704
O -1.70582 -2.73481 -4.46976
O -2.07999 -4.95681 -3.47100
C -2.90301 -5.72151 -4.38310
C -2.52488 -5.50304 -5.83257
C -1.30785 -3.14109 -1.93519
H -3.95641 -5.49952 -4.20470
H -2.74030 -6.76138 -4.10920
H -2.72915 -4.48147 -6.15027
H -3.09254 -6.17602 -6.47528
H -1.45969 -5.68464 -5.97905
H -1.75001 -3.66009 -1.08933
H -1.28281 -2.06883 -1.75138
H -0.30468 -3.50671 -2.14043
O 8.33798 4.90181 2.98531
S 8.03591 3.76930 2.16802
O 7.34794 3.93764 0.92647
O 7.24240 2.70458 3.05660
C 6.05582 3.16044 3.72572
C 4.88926 3.35997 2.77397
C 9.48605 2.81272 1.90020
H 6.27338 4.07362 4.28254
H 5.81725 2.38692 4.45482
H 5.08882 4.16910 2.07333
H 3.99168 3.61425 3.33250
H 4.71708 2.46023 2.18966
H 9.99065 2.66063 2.84996
H 10.11699 3.38086 1.22062
H 9.20365 1.86630 1.44752
O 1.35067 -6.11022 -5.73826
S 2.72039 -6.13879 -5.32658
O 3.06287 -6.54067 -3.99741
O 3.36943 -4.72447 -5.63627
C 2.72028 -3.55164 -5.09185
C 2.93643 -3.40696 -3.59741
C 3.67046 -7.08289 -6.46728
H 1.65705 -3.57141 -5.33916
H 3.16090 -2.70709 -5.61256
H 2.45703 -4.21396 -3.04348
H 2.51691 -2.46056 -3.25304
H 3.99965 -3.43484 -3.35928
H 3.42956 -6.76464 -7.47757
H 3.39700 -8.12541 -6.32210
H 4.72476 -6.93760 -6.24850
O 4.35030 -1.68735 -7.33575
S 5.18163 -1.74273 -8.50128
O 6.60376 -1.74323 -8.36899
O 4.74116 -0.58794 -9.49749
C 4.72062 0.76781 -8.99988
C 6.10814 1.35472 -8.83345
C 4.70037 -3.10360 -9.50568
H 4.15685 0.80558 -8.06636
H 4.16234 1.33669 -9.74009
H 6.66953 0.83650 -8.05787
H 6.03679 2.40630 -8.55532
H 6.67431 1.26878 -9.76041
H 3.62069 -3.09205 -9.62572
H 5.01647 -4.00581 -8.98682
H 5.20448 -3.02524 -10.46483

=====

# 2
114
Properties=species:S:1:pos:R:3 method="wB97M-V/def2-TZVPD" charge=0 homo_lumo_gap_ev="2.09 / 9.31" multiplicity=2 s2=0.7508 lumo_ev="0.01 / -0.05" homo_ha="-0.0764 / -0.3437"
C -1.39350 1.89003 2.51633
C -0.01911 1.58650 2.03596
N 0.32087 1.57185 0.45145
C -0.38379 0.31443 -0.08960
C -0.22743 2.77445 -0.33595
C -0.08908 2.73917 -1.86710
C 1.92925 1.55071 0.28662
C 2.70101 0.29088 0.43268
O 2.31638 -0.60076 -0.54542
C 2.88547 -1.91855 -0.24984
H -2.06844 1.11269 2.15816
H -1.82986 2.84552 2.22527
H -1.49301 1.89857 3.60175
H 0.61712 0.82008 2.47856
H 0.59122 2.40469 2.41826
H -0.27182 0.37295 -1.17226
H -1.45030 0.31957 0.13540
H 0.12681 -0.61146 0.17520
H 0.17092 3.68503 0.11155
H -1.25212 2.63589 0.00889
H -0.69043 1.94712 -2.31336
H 0.89650 2.83061 -2.32358
H -0.51957 3.66958 -2.23738
H 2.41304 2.23124 0.98728
H 2.02054 1.91777 -0.73564
H 2.53514 -0.09659 1.43790
H 3.73969 0.29151 0.10217
H 2.27941 -2.67116 -0.75419
H 2.86580 -2.20579 0.80143
H 3.88996 -2.03297 -0.65731
C -2.51530 6.27663 -0.36708
O -1.27136 6.25134 -0.23327
N -3.22924 7.04334 0.44224
C -4.73024 7.37337 0.13759
C -2.59884 7.46191 1.72368
H -3.10334 5.80091 -1.16714
H -4.81887 8.45538 0.03994
H -5.42763 6.88986 0.82168
H -4.98333 6.98867 -0.85037
H -1.55287 7.71292 1.54745
H -3.05203 8.34087 2.18209
H -2.54885 6.62428 2.41937
C 0.07922 -3.20980 2.28801
O 0.46261 -2.06599 2.41791
N -1.18088 -3.68567 2.53491
C -1.44796 -5.03656 2.07613
C -2.26872 -2.85290 3.10003
H 0.59352 -4.06172 1.81693
H -1.38530 -5.21021 1.00188
H -2.40470 -5.47351 2.36217
H -0.74113 -5.78346 2.43759
H -1.95643 -1.94521 3.61645
H -2.94965 -2.43981 2.35586
H -3.00185 -3.27781 3.78565
C 8.89705 0.20589 1.61207
O 10.00303 0.31070 1.14602
N 7.73643 0.11399 0.89772
C 6.41639 0.29694 1.55090
C 7.64752 0.14105 -0.54833
H 8.59124 0.33811 2.66146
H 5.95679 -0.68209 1.68649
H 5.70016 0.87751 0.96947
H 6.42250 0.69150 2.56696
H 7.25468 -0.84284 -0.80476
H 7.10306 1.04173 -0.83188
H 8.63125 0.13828 -1.01779
C 1.43929 -4.43240 -3.08672
C 1.09244 -3.33382 -4.16315
C 0.92723 -1.79829 -3.69577
C 0.75434 -0.88370 -4.77635
N 0.62213 -0.20524 -5.63730
H 0.72670 -4.67683 -2.29897
H 2.43846 -4.11661 -2.78664
H 1.56684 -5.40008 -3.57192
H 0.38270 -3.69576 -4.90703
H 1.95623 -3.30446 -4.82730
H 1.96709 -1.54380 -3.49073
H 0.21514 -1.50366 -2.92492
C -6.71921 -2.67414 0.33011
C -5.23087 -2.23093 0.36887
C -4.37349 -3.04835 -0.60447
C -2.87471 -2.85338 -0.60233
N -1.66606 -2.72402 -0.50091
H -7.20474 -2.35853 -0.59334
H -7.18258 -2.13969 1.15941
H -6.85296 -3.75396 0.26530
H -4.81457 -2.45416 1.35120
H -5.17390 -1.14248 0.35733
H -4.66348 -2.93374 -1.64892
H -4.49567 -4.11992 -0.44667
Br 4.60058 -6.93552 -3.68564
C 4.44838 -6.26522 -1.83447
C 5.37164 -5.11199 -1.43697
Br 5.17072 -4.68649 0.45268
H 4.52069 -7.16214 -1.21932
H 3.42663 -5.89109 -1.77007
H 5.22214 -4.20926 -2.02929
H 6.40360 -5.43300 -1.57881
Br -2.46157 -1.84101 -5.26223
C -3.15539 -0.10650 -4.60065
C -4.61277 -0.26668 -4.38928
Br -5.67209 -0.74023 -6.03688
H -3.05239 0.58575 -5.43627
H -2.55402 0.15852 -3.73104
H -4.90603 0.62169 -3.82990
H -4.75382 -1.06337 -3.65890
Br -3.37790 7.04821 4.97703
C -2.69240 5.23639 4.88514
C -1.23656 5.11606 5.41930
Br -0.57319 3.24855 5.64624
H -2.68921 4.86255 3.86126
H -3.49362 4.64523 5.32862
H -1.18046 5.51907 6.43051
H -0.52685 5.62729 4.76889

=====

# 3
118
Properties=species:S:1:pos:R:3 method="wB97M-V/def2-TZVPD" charge=+1 homo_lumo_gap_ev=6.08 de_lowest_kcal_mol=0.0 lumo_ev=-4.06 homo_ha=-0.3728
C -4.89259 -3.37882 -6.25119
C -4.89232 -2.03931 -7.03872
C -3.46447 -1.54404 -7.42356
C -3.11869 -0.31834 -6.56372
C -1.87221 0.44536 -7.03678
C -1.71761 1.84464 -6.39310
C -1.83830 1.78962 -4.87139
C -1.79917 3.18526 -4.17745
C -2.89285 3.39100 -3.10517
C -2.30464 3.81150 -1.71897
C -1.33952 2.76805 -1.24082
N -1.70640 1.55225 -1.08749
C -0.62377 0.61912 -0.64919
C -0.66336 0.14453 0.81040
O 0.33632 -0.81476 0.95519
C 0.28390 -1.41886 2.24552
C 1.64374 -2.13756 2.45278
C 2.36735 -1.70803 3.75272
P -0.96394 -0.98929 -1.64184
O -1.67074 -2.12776 -0.70470
O -2.05431 -0.69530 -2.83438
S 0.64319 -1.74803 -2.34657
C 0.57973 1.44110 -1.11508
P 2.31786 0.83951 -0.72783
C 2.89193 1.55874 0.88625
C 4.27580 1.01935 1.31307
C 3.41670 1.55984 -2.05147
C 4.40728 0.52807 -2.65588
C 0.13650 2.91774 -0.86109
I 0.00177 3.63515 1.18344
C 0.98968 3.90226 -1.67885
C 0.69886 5.41618 -1.49806
C 1.76035 6.17813 -0.71492
O 1.80686 7.33823 -0.82420
O 2.67399 5.51699 0.06251
H -4.99943 -3.18755 -5.17911
H -3.94263 -3.90534 -6.36115
H -5.71807 -4.01108 -6.57664
H -5.56573 -2.07905 -7.89595
H -5.33558 -1.29992 -6.36391
H -2.78296 -2.34879 -7.13690
H -3.36258 -1.35144 -8.49250
H -2.91795 -0.68315 -5.54985
H -3.94830 0.39711 -6.48968
H -0.99097 -0.18100 -6.85272
H -1.90308 0.59394 -8.12168
H -2.47341 2.49001 -6.84898
H -0.69638 2.16284 -6.62540
H -0.99927 1.19546 -4.48783
H -2.73835 1.27211 -4.53976
H -0.79162 3.30965 -3.76366
H -1.87529 3.93096 -4.97258
H -3.48644 4.24991 -3.42618
H -3.58102 2.54872 -2.98811
H -1.81165 4.75972 -1.91188
H -3.08736 3.97210 -0.97380
H -2.65454 1.26417 -1.30129
H -0.45979 0.94095 1.53793
H -1.65574 -0.26004 1.07195
H -0.48773 -2.19256 2.27577
H 0.16259 -0.68959 3.05472
H 2.28830 -1.83929 1.62010
H 1.51784 -3.21748 2.35362
H 3.42546 -1.59191 3.50774
H 2.24155 -2.40253 4.58060
H 2.03225 -0.70060 4.01617
H -2.63786 -2.10451 -0.80950
H -2.95973 -0.79244 -2.48737
H 0.55931 1.36393 -2.21603
H 2.11076 1.32907 1.61925
H 2.88702 2.65551 0.81215
H 5.03879 1.63238 0.83537
H 4.33106 1.09223 2.39845
H 4.33516 -0.02495 0.99852
H 2.80145 1.99797 -2.84422
H 3.94313 2.41153 -1.60165
H 4.16028 -0.47719 -2.31843
H 5.41981 0.81463 -2.37157
H 4.36178 0.61902 -3.74075
H 0.97947 3.63881 -2.73922
H 2.01904 3.74979 -1.34308
H -0.27281 5.64590 -1.06361
H 0.69730 5.86754 -2.49195
H 2.57412 5.82455 0.97584
C 3.05907 2.65715 9.03579
O 4.20370 2.10988 8.36684
P 3.96385 1.28636 7.01947
O 2.63053 1.44751 6.43394
O 4.37261 -0.19141 7.38805
C 3.59736 -0.86742 8.37852
O 5.16873 1.72573 6.10158
C 5.32989 3.12355 5.85250
H 2.38556 1.86215 9.35401
H 3.41256 3.19701 9.91080
H 2.52996 3.34782 8.38127
H 2.52968 -0.72157 8.20528
H 3.86647 -0.50208 9.37065
H 3.82427 -1.92811 8.31872
H 5.92508 3.56861 6.64882
H 4.36445 3.62886 5.78970
H 5.85413 3.24101 4.90732
C -4.54979 -6.18999 2.26055
O -3.22481 -6.71932 2.13176
P -2.07173 -6.08165 3.03833
O -2.55966 -5.23523 4.12632
O -1.10142 -5.37525 2.00696
C -1.62111 -4.28485 1.25542
O -1.20103 -7.32227 3.45806
C -1.86540 -8.40003 4.12634
H -4.57090 -5.13735 1.97754
H -5.19875 -6.75243 1.59326
H -4.90728 -6.30245 3.28254
H -2.18534 -3.60248 1.89743
H -2.26513 -4.66145 0.45715
H -0.78957 -3.74837 0.81181
H -2.27781 -9.08595 3.38747
H -2.66324 -8.03299 4.77346
H -1.13212 -8.92557 4.73167

=====

# 4
118
Properties=species:S:1:pos:R:3 method="wB97M-V/def2-TZVPD" charge=0 homo_lumo_gap_ev=9.60 lumo_ev=0.41 homo_ha=-0.3378
H -2.88130 -1.99826 -7.27406
N -3.09005 -1.38369 -6.48575
C -4.10801 -1.82675 -5.88653
C -4.72245 -1.14521 -4.69056
N -4.81322 -2.03375 -3.51906
P -6.44401 -2.21370 -3.16298
O -7.19245 -2.97172 -4.18600
C -3.67514 -2.15651 -2.52594
C -2.47341 -1.38358 -3.10247
C -1.14148 -1.25863 -2.37570
C -0.20859 -0.23519 -2.99908
N -0.80200 -1.92247 -1.35918
H 0.14177 -1.65978 -1.06932
C -4.11743 -1.51271 -1.16846
Br -4.75553 0.33588 -1.48215
C -3.16284 -1.48779 0.04024
C -2.37341 -0.21496 0.36038
C -3.41341 -3.76659 -2.42380
C -4.10289 -4.52033 -3.57095
C -3.96451 -4.37812 -1.12579
C -3.89891 -5.87829 -1.04771
C -4.90373 -6.62683 -0.62275
O -2.02001 -4.12910 -2.39870
C -1.34603 -4.39066 -3.56429
F -0.05627 -3.87884 -3.44201
P -0.99545 -6.20625 -3.79808
O -0.55115 -6.90638 -2.57724
H -4.65780 -2.71654 -6.21334
H -5.75227 -0.95487 -5.02738
H -4.31560 -0.15159 -4.50734
H -6.49112 -2.82203 -1.90343
H -6.95905 -0.92239 -2.99908
H -2.77889 -0.35000 -3.25982
H -2.23149 -1.80333 -4.08303
H -0.63023 0.22139 -3.89579
H -0.12606 0.56192 -2.25107
H 0.77521 -0.66560 -3.18011
H -5.01835 -1.99679 -0.82074
H -3.79504 -1.66684 0.91696
H -2.48530 -2.33493 -0.00063
H -2.97463 0.49263 0.92841
H -1.53525 -0.49656 1.00278
H -1.93941 0.27600 -0.50853
H -3.71664 -5.53973 -3.57951
H -3.92368 -4.08815 -4.55234
H -5.17542 -4.61512 -3.41724
H -3.38260 -4.03374 -0.27023
H -4.99859 -4.06653 -0.95936
H -2.96265 -6.34596 -1.34625
H -5.94054 -6.31583 -0.71011
H -4.71469 -7.60593 -0.19764
H -1.75741 -3.91087 -4.46028
H -0.04551 -6.16617 -4.83588
H -2.16422 -6.74537 -4.36866
C 0.27765 4.07208 2.09816
O 1.60586 3.57260 2.07961
C 1.67079 2.15810 2.08603
C 1.91389 1.58861 0.70516
O 0.83983 1.85743 -0.18236
C 1.08374 2.96813 -1.02860
H 0.31174 5.11855 1.79817
H -0.36746 3.52701 1.40486
H -0.14045 4.00557 3.10837
H 0.75644 1.73465 2.51567
H 2.50957 1.87139 2.72889
H 2.00238 0.50080 0.78931
H 2.85427 1.97227 0.29628
H 1.76048 2.68476 -1.84290
H 1.51434 3.80672 -0.47834
H 0.12989 3.27604 -1.45549
C 0.78853 3.41572 8.91765
O 1.69884 2.61517 8.18589
C 1.08172 1.75391 7.24524
C 1.13546 2.31847 5.84125
O 0.39752 3.52126 5.71753
C 1.21561 4.68240 5.76903
H 1.35855 4.22567 9.37109
H 0.01864 3.84187 8.27093
H 0.30986 2.83310 9.71209
H 0.04649 1.54643 7.53504
H 1.63106 0.80733 7.25933
H 0.68908 1.58628 5.15982
H 2.17501 2.47714 5.53375
H 1.72243 4.83424 4.80991
H 1.96769 4.61678 6.55677
H 0.56732 5.53593 5.96354
C 5.81900 4.68410 5.59271
O 4.74951 4.64862 6.51765
C 4.96983 3.78134 7.62150
C 5.43433 4.52842 8.85151
O 6.70167 5.13858 8.67382
C 6.63334 6.51561 8.35760
H 5.67798 5.56170 4.96325
H 6.78607 4.75780 6.09581
H 5.81491 3.79140 4.95692
H 5.69213 3.00110 7.35736
H 4.01482 3.29841 7.84419
H 5.53081 3.81463 9.67496
H 4.68690 5.27652 9.13851
H 6.41614 7.11089 9.25161
H 5.87272 6.71969 7.60031
H 7.60769 6.80994 7.97036
C 0.93566 -2.38741 -6.56637
O 1.41116 -1.38450 -7.44304
C 1.97243 -0.27329 -6.76679
C 3.48371 -0.33374 -6.70676
O 3.94824 -1.43619 -5.94878
C 4.33805 -2.54874 -6.73213
H 0.80712 -3.30229 -7.14473
H 1.64095 -2.59509 -5.75790
H -0.02747 -2.08574 -6.13502
H 1.56034 -0.19525 -5.75461
H 1.68104 0.62627 -7.31734
H 3.84824 0.57361 -6.21549
H 3.89911 -0.35957 -7.71992
H 5.32208 -2.38158 -7.18348
H 3.61433 -2.75988 -7.52278
H 4.39961 -3.40865 -6.06701